60
Properties=species:S:1:pos:R:3:forces:R:3:mulliken_charge:R:1 method="wB97M-V/def2-TZVPD" de_lowest_kcal_mol=17.0 charge=0 e_homo_ha=-0.3105 smiles="CCOc1cc(C(=O)OCC(=O)c2c[nH]c3ccccc23)ccc1OCC(=O)N1CCOCC1" e_lumo_ev=0.363 gap_ev=8.812
C 3.0916 2.2487 -1.9909 -0.45 -0.19 0.06 -1.566
C 1.6778 1.9424 -1.5223 0.20 0.34 0.18 0.357
O 1.2746 0.7395 -2.1471 -0.09 -0.27 -0.15 -0.449
C 0.0697 0.2073 -1.8084 0.01 -0.18 -0.10 0.364
C -0.8397 0.7834 -0.9452 0.07 -0.03 -0.12 -0.025
C -2.0238 0.1159 -0.6211 0.14 -0.26 -0.26 0.041
C -2.9685 0.6927 0.3560 -0.28 -0.28 0.10 0.130
O -3.8600 0.0827 0.8955 0.08 0.11 -0.06 -0.680
O -2.7017 1.9855 0.6099 0.11 0.17 -0.13 -0.241
C -3.4140 2.6041 1.6688 -0.51 0.09 0.31 -0.570
C -2.5217 3.6321 2.3571 -0.17 -0.09 -0.28 0.442
O -2.9922 4.6587 2.7979 -0.10 -0.06 -0.04 -0.620
C -1.0944 3.3393 2.3869 0.63 0.39 0.16 0.321
C -0.1380 4.3299 2.3450 -0.61 -0.09 -0.04 -0.981
N 1.0991 3.7853 2.2832 0.30 0.24 0.00 0.009
C 0.9928 2.4183 2.3182 -0.33 -0.56 0.03 -0.649
C 1.9880 1.4498 2.2943 0.06 -0.02 0.03 -0.938
C 1.5960 0.1300 2.3710 0.19 0.11 -0.01 -0.462
C 0.2470 -0.2094 2.4906 -0.19 -0.12 0.03 -0.892
C -0.7433 0.7481 2.5143 0.16 -0.07 0.01 -0.343
C -0.3819 2.0895 2.3920 0.44 0.18 0.01 1.523
C -2.2888 -1.1306 -1.1676 -0.09 0.38 0.26 -1.329
C -1.3946 -1.7091 -2.0529 0.23 -0.05 -0.19 -0.607
C -0.2210 -1.0523 -2.3873 0.05 0.27 0.13 1.245
O 0.7300 -1.5202 -3.2424 -0.09 0.26 0.09 -0.518
C 0.6565 -2.8634 -3.6683 -0.19 -0.24 -0.12 -0.895
C 0.7019 -3.8913 -2.5291 0.01 0.18 -0.28 0.963
O -0.1169 -4.7907 -2.4826 -0.29 -0.15 -0.18 -0.681
N 1.6820 -3.7573 -1.6165 0.17 -0.07 0.28 0.099
C 2.7281 -2.7590 -1.5685 0.22 0.37 0.18 -1.159
C 2.5856 -1.9478 -0.2742 0.07 0.10 -0.39 0.213
O 2.6041 -2.7822 0.8607 0.17 0.00 0.16 -0.475
C 1.5638 -3.7335 0.8041 -0.08 -0.34 -0.13 -0.269
C 1.6904 -4.6118 -0.4434 -0.22 -0.01 0.35 -0.941
H 3.4328 3.1833 -1.5549 0.06 0.10 0.04 0.440
H 3.1114 2.3322 -3.0737 0.05 0.05 -0.11 0.361
H 3.7635 1.4481 -1.6940 0.11 -0.06 0.04 0.295
H 1.6536 1.8225 -0.4296 -0.08 0.02 -0.14 -0.205
H 0.9988 2.7596 -1.8022 0.01 -0.10 0.07 0.410
H -0.6476 1.7405 -0.4916 0.10 0.10 0.04 0.626
H -4.3033 3.1120 1.2791 0.17 -0.07 0.11 0.330
H -3.7484 1.8436 2.3874 0.06 0.15 -0.07 0.395
H -0.2944 5.3910 2.3200 -0.01 0.18 0.00 0.501
H 1.9632 4.2991 2.2337 -0.13 -0.04 0.01 0.203
H 3.0305 1.7259 2.2321 0.13 0.00 -0.01 0.396
H 2.3363 -0.6549 2.3545 0.08 -0.09 -0.01 0.590
H -0.0219 -1.2512 2.5778 -0.04 -0.11 0.00 0.447
H -1.7723 0.4525 2.6397 -0.15 -0.05 0.00 0.456
H -3.1982 -1.6419 -0.8947 -0.08 -0.06 0.03 0.506
H -1.6172 -2.6799 -2.4643 0.02 -0.13 -0.08 0.476
H -0.2574 -3.0540 -4.2435 0.15 -0.02 0.14 0.408
H 1.5179 -3.0052 -4.3283 -0.11 0.01 0.07 0.461
H 2.6832 -2.0886 -2.4226 0.05 -0.06 0.05 0.525
H 3.6945 -3.2790 -1.5588 -0.04 0.08 -0.02 0.365
H 3.4246 -1.2590 -0.1643 -0.05 0.04 -0.05 0.349
H 1.6467 -1.3756 -0.3018 0.08 -0.01 -0.01 -0.034
H 1.6480 -4.3342 1.7106 -0.08 0.00 -0.05 0.402
H 0.5891 -3.2219 0.7895 0.04 -0.05 0.01 0.138
H 0.8546 -5.3075 -0.5196 0.13 0.04 0.03 0.440
H 2.6338 -5.1671 -0.4108 -0.06 0.00 0.02 0.303